Computed, not measured: a cluster of 9 separate species, C27H45BCl16N2O3S in total in a non-equilibrium geometry, with ωB97M-V/def2-TZVPD.

The calculated total energy comes out at -249718.931 eV. The calculation puts the gap between HOMO and LUMO at 0.2684 hartree. Its largest force on an atom is 6.1 eV/Å.

CARTESIAN COORDINATES (ANGSTROEM)
C 0.899 6.843 -1.144
C 0.276 5.824 -2.266
B -0.653 4.773 -1.458
O -1.881 5.317 -0.875
C -0.399 3.186 -1.266
C -1.680 2.273 -1.265
C -1.640 0.713 -1.050
N -2.830 -0.118 -1.007
S -2.110 -1.660 -0.696
N -0.403 -1.424 -0.621
C -0.249 0.005 -0.820
C 1.025 0.914 -0.836
C 0.983 2.470 -1.041
C 2.340 3.309 -0.995
O 2.665 3.856 0.313
C 3.412 2.947 1.112
C 2.901 2.663 2.631
O 4.476 2.363 0.773
H 0.125 7.693 -1.008
H 0.977 6.344 -0.102
H 1.878 7.327 -1.478
H -0.398 6.478 -2.949
H 1.071 5.357 -2.941
H -1.957 5.066 0.071
H -2.711 2.744 -1.415
H 2.039 0.382 -0.685
H 2.365 4.202 -1.732
H 3.174 2.598 -1.377
H 2.802 1.538 2.818
H 1.930 3.249 2.766
H 3.700 3.151 3.315
Cl 0.805 6.563 -5.982
C -0.402 7.866 -6.129
C 0.187 9.228 -5.823
Cl 0.614 9.401 -4.106
H -1.236 7.632 -5.465
H -0.768 7.843 -7.158
H -0.543 10.007 -6.049
H 1.083 9.421 -6.417
Cl -3.240 -3.627 1.060
C -2.769 -2.828 2.580
C -2.359 -3.824 3.646
Cl -3.734 -4.794 4.228
H -3.605 -2.209 2.910
H -1.929 -2.170 2.345
H -1.956 -3.295 4.513
H -1.592 -4.510 3.281
Cl -1.728 12.148 -3.309
C -2.260 13.420 -4.437
C -3.202 12.889 -5.500
Cl -2.383 11.799 -6.645
H -1.371 13.873 -4.879
H -2.768 14.179 -3.839
H -3.604 13.718 -6.086
H -4.041 12.347 -5.059
Cl 6.228 4.736 -2.222
C 6.990 3.536 -1.147
C 8.208 2.892 -1.779
Cl 7.779 1.840 -3.150
H 6.236 2.793 -0.881
H 7.281 4.066 -0.238
H 8.718 2.264 -1.046
H 8.918 3.641 -2.137
Cl 0.777 -5.929 2.717
C 0.512 -7.558 3.390
C -0.504 -8.349 2.591
Cl -2.150 -7.685 2.749
H 0.205 -7.448 4.432
H 1.477 -8.069 3.372
H -0.542 -9.379 2.955
H -0.249 -8.374 1.530
Cl 0.766 -6.783 6.794
C 1.525 -7.977 7.876
C 2.745 -8.623 7.250
Cl 2.319 -9.681 5.882
H 0.770 -8.720 8.143
H 1.812 -7.443 8.784
H 3.253 -9.248 7.987
H 3.455 -7.875 6.891
Cl -1.914 -5.863 -3.865
C -3.002 -6.339 -2.538
C -4.222 -5.444 -2.448
Cl -3.807 -3.794 -1.922
H -2.428 -6.329 -1.610
H -3.311 -7.368 -2.737
H -4.922 -5.845 -1.712
H -4.740 -5.374 -3.406
Cl -4.233 -13.890 3.040
C -4.033 -12.272 3.759
C -2.976 -11.454 3.044
Cl -1.336 -12.103 3.298
H -3.794 -12.400 4.817
H -5.001 -11.772 3.686
H -2.975 -10.432 3.430
H -3.160 -11.411 1.969